107
Properties=species:S:1:pos:R:3 method="wB97M-V/def2-TZVPD" spin_multiplicity=1 molar_mass_g_mol=892.781 total_energy_ev=-128716.21442 gap_ha=0.304 total_charge=-1 homo_energy_ev=-6.4
O 1.88173 -1.07690 -0.78570
V 0.97702 -1.66942 0.38354
O 0.52984 -0.38885 1.25064
C -2.21460 -0.70285 -2.56115
F -2.65661 0.46929 -2.10838
F -3.00230 -1.08453 -3.57033
F -0.98397 -0.51763 -3.05887
S -2.18715 -2.01710 -1.25191
O -0.84526 -1.82018 -0.68735
O -3.24439 -1.66058 -0.34140
O -2.36086 -3.22675 -1.97118
C 2.60863 -5.74905 -1.45535
F 2.60695 -7.09124 -1.48869
F 3.68352 -5.32725 -0.72995
F 2.76706 -5.28220 -2.71548
S 1.03870 -5.14480 -0.71517
O 1.27661 -3.69919 -0.62216
O 0.02961 -5.61003 -1.58135
O 1.09017 -5.78839 0.59048
C 1.54128 -0.72392 -5.05007
C 2.54233 -0.98981 -3.91690
O 2.28418 -2.34425 -3.53732
C 1.07467 -2.72906 -4.03519
O 0.48386 -3.69079 -3.71515
O 0.64245 -1.82443 -4.96154
H 2.01385 -0.82798 -6.02898
H 1.05734 0.24351 -4.94574
H 2.39970 -0.36705 -3.03325
H 3.57424 -0.90905 -4.26261
C 1.49034 6.56166 -1.94617
C 1.98429 5.10541 -2.01474
C 2.95704 4.92490 -0.85998
C 3.29053 3.46917 -0.58585
C 2.02120 2.60253 -0.41088
C 0.89125 2.84475 -1.43748
N 0.82675 4.24687 -1.84272
O -0.19046 4.47935 -2.78146
C 1.15323 1.92902 -2.62284
C -0.40235 2.45945 -0.75448
C 2.73603 4.91020 -3.35692
H 0.76876 6.79695 -2.72858
H 2.32017 7.26312 -2.07248
H 1.02007 6.72764 -0.97710
H 3.88971 5.43400 -1.12904
H 2.57263 5.41453 0.03757
H 3.89780 3.34994 0.31307
H 3.86624 3.02314 -1.40302
H 1.64995 2.69981 0.60712
H 2.36366 1.58316 -0.59849
H 2.17130 2.04880 -3.01868
H 1.02069 0.86599 -2.40982
H 0.49268 2.11379 -3.48179
H -0.52994 2.95098 0.20830
H -1.26646 2.72369 -1.36599
H -0.38239 1.37925 -0.62437
H 3.28580 5.79638 -3.66945
H 2.06013 4.63053 -4.17404
H 3.43093 4.06737 -3.30185
H 0.16944 4.20279 -3.63972
C -8.66241 2.19455 4.75065
O -7.43634 1.56436 4.50796
C -7.56741 0.17405 4.34053
C -6.19948 -0.42423 4.12675
N -5.51874 0.15433 2.95013
C -4.14685 -0.33626 2.83062
C -3.16978 0.25022 3.82422
O -2.83607 1.59401 3.54004
C -1.78888 1.69989 2.56467
H -8.97337 2.01934 5.79357
H -9.46517 1.74990 4.14610
H -8.55710 3.25079 4.53172
H -8.28067 -0.11427 3.56161
H -7.94682 -0.21991 5.30185
H -6.36102 -1.48217 3.87221
H -5.62022 -0.40265 5.05825
H -5.47625 1.14994 3.17765
H -3.80896 -0.17932 1.80557
H -4.17090 -1.42284 2.98374
H -2.26022 -0.36173 3.90629
H -3.60453 0.24632 4.82935
H -0.89728 1.15635 2.88669
H -1.62623 2.76692 2.44849
H -2.13020 1.24963 1.62756
C 5.15448 -1.79375 -1.56023
O 5.62529 -1.53861 -0.24280
C 4.59673 -1.24783 0.67599
C 3.81958 -2.51085 1.05153
N 2.59069 -2.19708 1.84990
C 2.11430 -3.52952 2.35539
C 0.68248 -3.53055 2.81613
O -0.14500 -3.15098 1.73153
C -1.50530 -2.96200 2.09810
H 4.54857 -2.70127 -1.61712
H 6.04238 -1.88412 -2.18038
H 4.53648 -0.96079 -1.91079
H 3.90916 -0.51124 0.24111
H 5.11363 -0.84029 1.54792
H 4.49963 -3.15661 1.62104
H 3.51764 -3.04086 0.15041
H 2.96022 -1.72147 2.66553
H 2.69771 -3.78860 3.24832
H 2.23223 -4.30695 1.60486
H 0.48640 -2.83342 3.64766
H 0.46165 -4.53558 3.19119
H -1.65752 -1.90681 2.37583
H -1.79243 -3.54316 2.97542
H -2.15176 -3.13960 1.24562